C2H3BrClNO as an isolated structure at a distorted geometry. Source: the OMol25 dataset; level of theory: wB97M-V/def2-TZVPD.

Element x y z (Å)
C1 0.6330 0.1258 0.0077
C2 -0.2021 0.8032 -0.9464
N1 -0.2185 -1.2030 0.7215
O1 1.7696 0.1786 0.2739
Cl1 -1.6719 -0.9002 1.6580
Br1 1.1056 -2.0092 1.7633
H1 -0.1935 1.9200 -0.8607
H2 -1.2418 0.5485 -0.7034
H3 0.0194 0.5364 -1.9140

Calculated values
**Energy above the lowest of the compared OMol25 structures with the same formula, charge and spin**: 263.9 kJ/mol
**E_LUMO**: -0.08 eV



A 12-piece molecular cluster, C48H132N12O12 overall at a distorted geometry. Source: the OMol25 dataset; level of theory: wB97M-V/def2-TZVPD.

Element x y z (Å)
C1 -0.9992 -2.3959 -5.0147
C2 -1.3392 -1.5488 -6.2088
C3 -2.5029 -2.1926 -7.0329
O1 -2.0587 -3.4154 -7.5682
C4 -3.0413 -4.0705 -8.3100
N1 -1.8263 -0.2407 -5.6853
H1 -0.7393 -3.3977 -5.3547
H2 -1.8357 -2.4761 -4.3318
H3 -0.0957 -2.0333 -4.4859
H4 -0.5391 -1.4554 -6.9201
H5 -2.9560 -1.5505 -7.7666
H6 -3.3239 -2.4034 -6.2509
H7 -3.8741 -4.4477 -7.6681
H8 -2.4915 -4.8881 -8.7552
H9 -3.4182 -3.4620 -9.1183
H10 -1.8360 0.4447 -6.4447
H11 -1.1566 0.1125 -4.9559
C5 2.7428 -4.3674 2.8501
C6 1.2661 -4.2507 2.5327
C7 0.5489 -5.4674 3.0782
O2 1.0144 -6.6116 2.3795
C8 0.4102 -7.7848 2.9889
N2 0.6269 -3.0173 2.9617
H12 3.2725 -3.7614 2.1497
H13 3.0642 -5.4031 2.7431
H14 3.0288 -4.0952 3.8877
H15 1.2913 -4.3335 1.4149
H16 -0.5026 -5.3753 2.8296
H17 0.6977 -5.5174 4.1403
H18 -0.6603 -7.5930 3.2168
H19 0.9714 -7.9907 3.9019
H20 0.4179 -8.6015 2.2688
H21 -0.3935 -3.0753 3.0957
H22 0.9207 -2.8466 3.9199
C9 0.5638 5.4300 1.9031
C10 1.0751 5.2899 3.3231
C11 1.3299 3.8163 3.6651
O3 0.1629 3.0841 3.3525
C12 0.1127 1.8438 3.9895
N3 2.3648 5.9868 3.4142
H23 -0.2748 4.6580 1.7175
H24 1.3392 5.1039 1.1481
H25 0.2745 6.4442 1.6300
H26 0.2912 5.6436 4.0116
H27 1.5196 3.7768 4.7522
H28 2.2119 3.4540 3.1483
H29 0.8565 1.0831 3.6306
H30 -0.8310 1.3365 3.9035
H31 0.2675 2.0733 5.0662
H32 2.2905 6.7992 2.8201
H33 2.4406 6.2517 4.3788
C13 -2.3939 6.4801 -1.8200
C14 -2.8608 5.8796 -3.0991
C15 -2.5641 4.3869 -3.1645
O4 -3.5264 3.7283 -2.3264
C16 -4.1562 2.6512 -2.9060
N4 -4.2416 6.2165 -3.1890
H34 -2.4208 7.5630 -1.8572
H35 -1.3959 6.1306 -1.5534
H36 -3.0453 6.1234 -0.9405
H37 -2.2624 6.2610 -3.8956
H38 -1.5523 4.2447 -2.7814
H39 -2.5862 4.0777 -4.1932
H40 -5.0091 2.3303 -2.2733
H41 -3.5011 1.7796 -2.9826
H42 -4.5685 2.9040 -3.9129
H43 -4.7015 6.0272 -4.1031
H44 -4.7781 5.8378 -2.4015
C17 -0.1027 1.7145 0.2902
C18 -0.3411 0.2516 0.8180
C19 -0.9044 -0.5386 -0.3564
O5 -2.2012 -0.0473 -0.6196
C20 -2.7880 -0.7233 -1.6682
N5 0.8850 -0.3271 1.3787
H45 0.3056 2.3948 1.1189
H46 -0.9630 2.1581 -0.2518
H47 0.7240 1.6032 -0.4012
H48 -1.1700 0.0672 1.5994
H49 -0.9129 -1.5871 -0.0871
H50 -0.2588 -0.5821 -1.2928
H51 -2.1978 -0.5494 -2.5550
H52 -3.7480 -0.2874 -1.8827
H53 -2.8804 -1.7934 -1.4812
H54 1.5216 -0.3962 0.6342
H55 0.6529 -1.2275 1.7840
C21 1.5619 3.3573 -3.4356
C22 0.8702 2.1835 -4.2374
C23 1.9866 1.4974 -4.9673
O6 2.5672 2.5188 -5.7315
C24 3.4532 2.0075 -6.6757
N6 0.1029 1.1990 -3.4625
H56 0.8408 3.8774 -2.7784
H57 2.0673 4.1442 -4.0567
H58 2.2972 2.8592 -2.7134
H59 0.2364 2.5868 -5.0239
H60 1.5728 0.6785 -5.6209
H61 2.6992 1.0551 -4.2768
H62 2.9955 1.4830 -7.4992
H63 4.1216 1.2853 -6.2143
H64 3.9875 2.8727 -7.0726
H65 0.7636 0.7983 -2.8048
H66 -0.5302 1.8218 -2.9170
C25 -4.9914 -2.1137 1.3257
C26 -3.9093 -2.8128 2.2055
C27 -3.3213 -1.7841 3.1286
O7 -2.2420 -2.4164 3.7283
C28 -1.6485 -1.6133 4.7457
N7 -4.6335 -3.7720 3.0388
H67 -5.4484 -2.9498 0.7652
H68 -4.5496 -1.4362 0.6583
H69 -5.7215 -1.6119 1.9688
H70 -3.1121 -3.2099 1.6331
H71 -4.1018 -1.4504 3.8393
H72 -2.9710 -0.9257 2.5107
H73 -1.0202 -0.9340 4.2408
H74 -0.9907 -2.2677 5.3272
H75 -2.4586 -1.1032 5.2626
H76 -4.9895 -4.5755 2.5303
H77 -4.0695 -4.1117 3.7687
C29 2.5083 -2.6048 -0.7610
C30 3.4724 -1.4326 -0.9302
C31 4.8568 -1.7800 -1.4337
O8 5.7026 -0.7049 -1.2060
C32 6.9984 -0.8860 -1.7476
N8 2.8683 -0.3273 -1.7416
H78 2.0342 -2.9087 -1.7066
H79 1.6916 -2.3583 -0.1223
H80 2.9890 -3.4417 -0.2435
H81 3.5982 -1.0554 0.1001
H82 4.7943 -1.9851 -2.5522
H83 5.2465 -2.6610 -0.9065
H84 6.8663 -1.0244 -2.8178
H85 7.5319 -1.7504 -1.3441
H86 7.5488 0.0558 -1.5384
H87 3.5111 0.4641 -1.7838
H88 2.8719 -0.6864 -2.6879
C33 -0.8291 -4.8221 -0.3707
C34 -1.4326 -5.7969 -1.3952
C35 -2.8491 -5.2913 -1.8501
O9 -3.6043 -6.2953 -2.4286
C36 -4.8414 -5.7030 -2.8896
N9 -0.5406 -5.9414 -2.5211
H89 0.1533 -5.1437 0.0147
H90 -1.4259 -4.6929 0.5744
H91 -0.6613 -3.7404 -0.7133
H92 -1.5682 -6.7216 -0.7951
H93 -2.6533 -4.4064 -2.4738
H94 -3.5147 -4.8845 -1.0242
H95 -5.3310 -5.2251 -2.0267
H96 -5.4811 -6.5417 -3.2067
H97 -4.6748 -4.9752 -3.6717
H98 -1.0262 -6.4593 -3.2526
H99 0.3589 -6.3474 -2.2874
C37 2.7973 -0.0832 6.8118
C38 2.3078 -0.9219 5.6919
C39 3.3969 -1.2197 4.6235
O10 4.2780 -2.1772 5.2090
C40 5.5345 -2.2316 4.5797
N10 1.7896 -2.2658 6.1062
H100 2.1039 -0.0435 7.6550
H101 2.9842 0.9285 6.4394
H102 3.7294 -0.4561 7.1866
H103 1.4373 -0.5232 5.0843
H104 3.9881 -0.3236 4.3881
H105 2.9848 -1.6244 3.6581
H106 5.9826 -3.1714 4.8958
H107 6.1894 -1.4514 4.8748
H108 5.2980 -2.2540 3.5262
H109 1.0705 -2.2104 6.8230
H110 2.5602 -2.7582 6.5593
C41 -3.6504 6.6139 2.7282
C42 -4.3479 5.2442 2.6217
C43 -3.5481 4.1970 1.7679
O11 -4.4036 3.1013 1.6586
C44 -3.8152 1.9794 1.0568
N11 -4.5815 4.6769 3.9805
H111 -3.8872 7.1892 1.8519
H112 -2.6006 6.4802 2.9943
H113 -4.0658 7.0672 3.5968
H114 -5.2505 5.5405 2.2016
H115 -2.6154 3.9438 2.3366
H116 -3.3436 4.5794 0.8038
H117 -3.1424 1.4369 1.6774
H118 -3.2928 2.2236 0.1148
H119 -4.5882 1.2424 0.8097
H120 -3.7517 4.6588 4.5362
H121 -5.0128 3.7712 3.9137
C45 3.8028 4.3556 -0.3645
C46 4.5702 3.0225 -0.4838
C47 3.9731 2.0662 0.4773
O12 4.3730 2.3965 1.7735
C48 3.9435 1.3934 2.6362
N12 4.5323 2.5334 -1.8842
H122 4.1517 5.1181 -1.0756
H123 3.8835 4.7949 0.7135
H124 2.7668 4.0413 -0.4903
H125 5.6385 3.1364 -0.1344
H126 4.3101 1.0231 0.2500
H127 2.8956 2.0569 0.3241
H128 2.8877 1.2074 2.6072
H129 4.1002 1.7140 3.6699
H130 4.5466 0.5072 2.4151
H131 5.2146 1.8121 -2.0218
H132 4.5563 3.2858 -2.5940

Calculated values
**Energy above the lowest of the compared OMol25 structures with the same formula, charge and spin**: 274.6 kJ/mol
**Structure (SMILES)**: COC[C@H](C)N.COC[C@H](C)N.COC[C@H](C)N.COC[C@H](C)N.COC[C@H](C)N.COC[C@H](C)N.COC[C@H](C)N.COC[C@H](C)N.COC[C@H](C)N.COC[C@H](C)N.COC[C@H](C)N.COC[C@H](C)N
**E_LUMO**: 0.50 eV



C41H39N5O3RuS2Si2 as an isolated structure at a distorted geometry. Source: the OMol25 dataset; level of theory: wB97M-V/def2-TZVPD.

Element x y z (Å)
Ru1 -0.1417 0.0396 0.6163
N1 -2.3363 -3.4883 -1.9365
C1 -3.7058 -3.3142 -2.2433
C2 -4.2791 -3.9831 -3.3112
C3 -5.6298 -3.8052 -3.5889
C4 -6.3850 -2.9303 -2.8250
C5 -5.7913 -2.2316 -1.7800
C6 -4.4563 -2.4425 -1.4634
S1 -3.7201 -1.6534 -0.0785
N2 -2.0873 -1.5495 -0.5829
C7 -1.6271 -2.4366 -1.3632
C8 -0.1630 -2.3692 -1.7897
C9 0.4843 -3.5220 -2.2099
C10 1.7821 -3.4176 -2.6938
C11 2.3491 -2.1632 -2.7853
C12 1.6380 -1.0712 -2.3078
N3 0.4248 -1.1689 -1.7573
H1 -1.8347 -4.0162 -2.6306
H2 -3.6767 -4.6518 -3.9148
H3 -6.0811 -4.3453 -4.4108
H4 -7.4335 -2.7766 -3.0437
H5 -6.3684 -1.5277 -1.1933
H6 0.0234 -4.4958 -2.1174
H7 2.3229 -4.3052 -2.9940
H8 3.3411 -2.0140 -3.1890
H9 2.0553 -0.0760 -2.3207
C13 -2.8890 1.7663 -0.8677
Si1 -2.0028 1.4818 0.7931
C14 -3.2880 0.8312 2.0376
C15 -1.6626 3.2035 1.4721
C16 -2.6623 4.1120 1.8475
C17 -2.3356 5.3185 2.4402
C18 -0.9942 5.6314 2.6625
C19 -0.0046 4.7409 2.2827
C20 -0.3198 3.5083 1.6883
Si2 0.9313 2.2336 0.9346
C21 1.2616 3.3190 -0.5836
C22 2.3727 2.2891 2.1527
H10 -3.9752 1.7024 -0.7620
H11 -2.5868 1.0394 -1.6251
H12 -2.6409 2.7631 -1.2407
H13 -4.3104 0.9980 1.6859
H14 -3.1429 1.3897 2.9662
H15 -3.1836 -0.2220 2.2818
H16 -3.7094 3.8694 1.6887
H17 -3.1146 6.0112 2.7381
H18 -0.7307 6.5718 3.1339
H19 1.0329 5.0156 2.4537
H20 1.3210 4.3589 -0.2554
H21 0.4083 3.2544 -1.2672
H22 2.1609 3.0572 -1.1388
H23 2.2307 3.1125 2.8562
H24 3.3365 2.4310 1.6553
H25 2.4264 1.3715 2.7436
O1 2.2924 0.8233 -0.3475
C23 2.9003 -0.0807 0.2562
N4 2.2886 -0.9888 0.9872
S2 3.3391 -2.0602 1.6434
O2 3.1201 -3.3631 1.0675
O3 3.4175 -1.9309 3.0668
C24 4.7866 -1.3393 0.9185
C25 6.1092 -1.7145 1.0576
C26 7.0524 -0.9377 0.3919
C27 6.6766 0.1699 -0.3648
C28 5.3361 0.5352 -0.4771
C29 4.4056 -0.2442 0.1801
H26 6.3951 -2.5700 1.6536
H27 8.1011 -1.1970 0.4718
H28 7.4382 0.7567 -0.8617
H29 5.0218 1.4025 -1.0431
C30 0.4581 0.8788 6.2763
C31 0.1297 1.7398 5.2360
C32 -0.1917 1.2522 3.9832
C33 -0.1954 -0.1137 3.7033
C34 0.1391 -0.9765 4.7590
C35 0.4563 -0.4848 6.0150
N5 -0.4885 -0.6020 2.4226
C36 -0.9647 -1.9294 2.3858
C37 -2.0912 -2.3186 3.1280
C38 -2.6090 -3.5945 3.0370
C39 -2.0296 -4.5377 2.1911
C40 -0.9046 -4.1773 1.4679
C41 -0.3682 -2.8997 1.5776
H30 0.7155 1.2614 7.2551
H31 0.1178 2.8124 5.3924
H32 -0.4471 1.9407 3.1943
H33 0.1847 -2.0431 4.5869
H34 0.7276 -1.1864 6.7953
H35 -2.5494 -1.5892 3.7850
H36 -3.4848 -3.8541 3.6194
H37 -2.4400 -5.5364 2.1150
H38 -0.4091 -4.9048 0.8347
H39 0.5400 -2.6556 1.0459

Calculated values
**Energy above the lowest of the compared OMol25 structures with the same formula, charge and spin**: 165.7 kJ/mol
**2S+1**: 2
**Net charge**: -1
**E_LUMO (alpha / beta)**: 2.12 / 2.10 eV



One molecule with the formula C3H4N2OS at a distorted geometry. Source: the OMol25 dataset; level of theory: wB97M-V/def2-TZVPD.

Element x y z (Å)
C1 -1.0365 -0.2481 0.0434
C2 1.8397 -0.3913 -0.0400
C3 1.2387 0.8453 0.4091
H1 -0.8815 -2.1856 -0.2658
H2 2.9563 -0.4515 -0.2745
H3 2.1533 1.6073 0.2595
H4 1.1696 0.8352 1.5496
N1 -0.2408 -1.3296 0.0696
N2 1.0820 -1.4373 -0.2548
O1 -2.1961 -0.4763 0.2049
S1 -0.3730 1.3836 -0.2555

Calculated values
**Energy above the lowest of the compared OMol25 structures with the same formula, charge and spin**: 200.6 kJ/mol
**Structure (SMILES)**: O=C1NN=CCS1
**E_LUMO**: 0.44 eV



One molecule with the formula C20H27N5O2S2. Source: the OMol25 dataset; level of theory: wB97M-V/def2-TZVPD.

Element x y z (Å)
C1 5.4891 0.7671 0.3891
H1 6.3838 0.1877 0.1800
H2 4.9339 0.9675 -0.5231
H3 5.7560 1.7028 0.8689
S1 4.4497 -0.1407 1.5699
C2 4.3841 -1.7870 0.7835
C3 3.8357 -1.8389 -0.6360
H4 3.9227 -2.8744 -0.9719
H5 4.4410 -1.2153 -1.2979
C4 2.3656 -1.4202 -0.7976
N1 2.1470 -0.0548 -0.3870
C5 1.8856 0.9431 -1.2608
O1 1.8394 0.7747 -2.4687
C6 1.6186 2.2501 -0.6441
C7 1.3025 3.3973 -1.3203
C8 1.0574 4.4878 -0.4666
C9 1.1871 4.1566 0.8471
S2 1.6078 2.5117 1.0689
H6 1.0656 4.7878 1.7059
H7 0.7979 5.4732 -0.8108
H8 1.2527 3.4352 -2.3932
H9 2.2629 0.1472 0.5969
C10 1.4170 -2.3495 -0.0244
O2 1.8350 -3.2732 0.6561
N2 0.1029 -2.0789 -0.1277
C11 -0.4852 -1.0579 -0.9749
H10 -0.0094 -1.0706 -1.9588
C12 -1.9827 -1.2864 -1.1137
H11 -2.1907 -2.2934 -1.4820
H12 -2.3777 -0.5728 -1.8385
C13 -2.6559 -1.0685 0.2631
C14 -2.7417 0.4022 0.5262
C15 -3.9139 1.1034 0.5332
N3 -3.5682 2.4046 0.7808
C16 -2.2156 2.4266 0.9054
N4 -1.6911 1.2431 0.7575
H13 -1.6586 3.3217 1.0963
H14 -4.1982 3.1857 0.8597
C17 -5.2573 0.5159 0.3139
H15 -5.7585 0.3532 1.2722
H16 -5.8878 1.1622 -0.3010
C18 -5.0305 -0.8338 -0.3827
N5 -4.0197 -1.5909 0.3349
H17 -4.0254 -2.5591 0.0328
H18 -5.9549 -1.4152 -0.3704
H19 -4.7580 -0.6475 -1.4352
C19 -1.8008 -1.7620 1.3479
C20 -0.8206 -2.7666 0.7571
H20 -1.3471 -3.5616 0.2171
H21 -0.2251 -3.2368 1.5430
H22 -1.2362 -1.0000 1.8861
H23 -2.4676 -2.2592 2.0519
H24 -0.3507 -0.0642 -0.5329
H25 2.1235 -1.4623 -1.8680
H26 5.4020 -2.1803 0.7972
H27 3.7623 -2.3865 1.4461

Calculated values
**Energy above the lowest of the compared OMol25 structures with the same formula, charge and spin**: 22.9 kJ/mol
**Structure (SMILES)**: CSCC[C@H](NC(=O)c1cccs1)C(=O)N1CCC2(CC1)NCCc1[nH]cnc12
**E_LUMO**: 0.58 eV



C10H24BF7N6O14Tl as an isolated structure at a distorted geometry. Source: the OMol25 dataset; level of theory: wB97M-V/def2-TZVPD.

Element x y z (Å)
Tl1 -0.4396 1.2356 2.1657
C1 2.1866 -0.5840 4.3699
O1 1.7793 -0.8441 2.9800
O2 1.2140 0.3531 4.8254
C2 2.4519 -1.8449 5.2765
F1 3.5136 -2.5016 4.8958
F2 2.6748 -1.4721 6.5549
F3 1.5494 -2.7577 5.2012
C3 2.8013 -1.2319 2.0737
C4 1.9567 -1.8164 0.8945
H1 1.4452 -1.0230 0.3496
H2 2.5212 -2.1012 0.0066
H3 1.2040 -2.5804 1.0889
H4 3.3975 -2.1036 2.3436
H5 3.4626 -0.4650 1.6703
H6 3.0953 0.0172 4.3409
B1 -1.1829 0.2531 -0.9866
F4 -0.1290 0.3085 -1.8768
F5 -1.4456 1.4729 -0.4689
F6 -2.3213 -0.1857 -1.5598
F7 -0.8600 -0.5701 0.0190
C5 2.6569 2.0146 -1.9614
N1 2.8244 1.9546 -0.5247
O3 1.9409 1.4888 0.2029
O4 3.6748 2.7138 -0.0620
H7 3.6510 1.8257 -2.3664
H8 2.2987 2.9984 -2.2647
H9 1.8993 1.2770 -2.2264
C6 1.0850 5.7823 0.1051
N2 0.0757 4.7611 -0.2235
O5 0.1751 3.6410 0.2671
O6 -0.8955 5.0056 -0.8720
H10 1.0080 6.0339 1.1629
H11 0.9646 6.5024 -0.7042
H12 2.0669 5.3968 -0.1694
C7 -0.6300 -2.5898 -3.9968
N3 0.7241 -3.1742 -4.0378
O7 1.6214 -2.6869 -4.7994
O8 0.8970 -4.2185 -3.4699
H13 -0.5625 -1.5202 -3.7979
H14 -1.4005 -2.8641 -3.2761
H15 -0.9430 -2.8650 -5.0039
C8 -4.6200 -1.9829 -0.0727
N4 -4.4773 -0.8806 0.8169
O9 -3.3766 -0.5970 1.3031
O10 -5.3952 -0.0448 0.8057
H16 -5.0870 -1.5183 -0.9411
H17 -5.3606 -2.6620 0.3499
H18 -3.6448 -2.4597 -0.1717
C9 -0.6067 -3.9400 2.7552
N5 -1.5100 -2.7751 2.7344
O11 -2.7378 -2.9242 2.7418
O12 -0.9474 -1.6967 2.5991
H19 -0.1539 -3.9722 1.7642
H20 -1.0921 -4.8781 3.0244
H21 0.2435 -3.7819 3.4187
C10 -2.4025 2.6425 -3.8161
N6 -1.1800 3.5491 -3.9378
O13 -0.1607 2.9822 -3.9866
O14 -1.4031 4.7726 -4.0638
H22 -2.4958 2.1684 -4.7931
H23 -3.4064 3.0357 -3.6558
H24 -2.1929 1.9272 -3.0207

Calculated values
**2S+1**: 2
**E_LUMO (alpha / beta)**: -0.35 / -3.09 eV